A structure of composition C9H6HoN2O5 in a non-equilibrium geometry. Source: the Open Molecules 2025 dataset; level of theory: wB97M-V/def2-TZVPD.

Last column: natural (NBO) charge in e.
Geometry (Å):
Ho  -0.292  0.879  -1.039  1.601
O  2.842  2.511  -0.406  -0.216
O  -0.442  3.194  -4.087  -0.249
O  -3.499  -0.255  -2.220  -0.215
O  -1.969  3.593  0.628  -0.215
O  1.284  -1.414  -3.308  -0.216
N  0.212  -1.796  2.319  -0.449
N  -0.360  -0.405  0.731  -0.763
C  -1.121  -1.460  2.554  0.009
C  -2.475  0.124  -1.849  0.440
C  -1.440  2.730  0.081  0.440
C  -1.479  -0.595  1.567  -0.101
C  2.035  -1.323  0.736  -0.673
C  1.824  2.024  -0.636  0.437
C  0.761  -0.655  -2.614  0.436
C  -0.405  2.505  -3.176  0.462
C  0.644  -1.156  1.229  0.455
H  2.214  -2.390  0.507  0.300
H  -1.689  -1.856  3.383  0.296
H  2.225  -0.731  -0.170  0.197
H  -2.406  -0.094  1.368  0.244
H  2.741  -1.001  1.523  0.300
H  0.795  -2.429  2.875  0.480

## Properties
* ⟨S²⟩: 6.004
* LUMO (alpha / beta): -14.00 / -13.83 eV
* HOMO energy (alpha / beta): -20.0 / -20.0 eV
* charge: +3
* ΔE to the lowest compared entry with this formula, charge and spin: 0.00 kcal/mol
* multiplicity: 5